Arrangement i

Here is a cluster of 2 separate species, C2H4F2Si in total from the OMol25 dataset. Energies are from ωB97M-V/def2-TZVPD.

Geometry as XYZ:
```
9
C2H4F2Si (ωB97M-V/def2-TZVPD)
C -0.794 -1.037 0.342
C -1.102 -0.728 -0.859
F -1.802 -1.487 -1.821
F -0.595 0.416 -1.486
Si 1.465 1.051 0.706
H -1.069 -1.795 1.120
H 1.663 0.918 2.175
H 0.384 1.970 0.430
H 1.849 0.691 -0.607
```

Results
Gap between HOMO and LUMO (spin up / spin down)   6.68 / 7.34 eV
Charge   0

Löwdin atomic charge list, values in e, 5 entries: 0.03, -0.47, 0.00, -0.06, 0.84



Arrangement ii

Here is a structure of composition C2H4F2Si from the OMol25 dataset. Energies are from ωB97M-V/def2-TZVPD.

Geometry as XYZ:
```
9
C2H4F2Si (ωB97M-V/def2-TZVPD)
C -2.058 -0.523 0.162
C -0.884 0.124 0.035
F -2.050 -1.863 0.181
F -0.925 1.497 0.116
Si 2.389 0.188 0.173
H -2.776 -0.069 0.831
H 3.755 0.663 0.037
H 0.402 -0.321 -0.224
H 2.148 0.304 -1.312
```

Results
Gap between HOMO and LUMO   7.68 eV
Charge   0

Löwdin atomic charge list, values in e, 5 entries: -0.17, -0.16, -0.01, -0.05, 0.72



Which of them is least stable? Easy: arrangement i.



Arrangement i

Here is a structure of composition C3H5I2N from the OMol25 dataset. Energies are from ωB97M-V/def2-TZVPD.

Geometry as XYZ:
```
11
C3H5I2N (ωB97M-V/def2-TZVPD)
C -1.017 0.789 -0.193
C -1.052 -0.763 -0.225
C -0.021 -0.021 0.431
N 1.451 -0.086 -0.456
I 2.437 1.760 -0.049
I 2.387 -1.814 0.019
H -0.560 1.335 -1.014
H -1.483 1.400 0.586
H -1.667 -1.430 0.472
H -0.647 -1.172 -1.134
H 0.173 0.002 1.562
```

Results
Gap between HOMO and LUMO   7.85 eV
Charge   0

Löwdin atomic charge list, values in e, 5 entries: -0.14, -0.12, -0.57, -1.06, 0.63



Arrangement ii

Here is a structure of composition C3H5I2N from the OMol25 dataset. Energies are from ωB97M-V/def2-TZVPD.

Geometry as XYZ:
```
11
C3H5I2N (ωB97M-V/def2-TZVPD)
C -0.530 0.393 -0.916
C -2.355 -0.843 0.514
C -0.972 -0.605 -0.166
N 0.046 0.975 -1.784
I 4.890 0.523 0.926
I 0.838 -1.347 0.833
H -2.430 -1.902 0.645
H -2.482 -0.292 1.528
H -3.069 -0.593 -0.254
H 5.475 1.913 0.532
H 0.589 1.779 -1.859
```

Results
Gap between HOMO and LUMO   8.10 eV
Charge   0

Löwdin atomic charge list, values in e, 5 entries: -0.36, -0.15, -0.66, 0.18, 0.39



Which of them is least stable? Easy: arrangement i.



Arrangement i

Here is the molecule CH3NOS from the OMol25 dataset. Energies are from ωB97M-V/def2-TZVPD.

Geometry as XYZ:
```
7
CH3NOS (ωB97M-V/def2-TZVPD)
C 0.112 -0.216 -0.124
N -1.323 -1.640 -2.822
O 0.726 -0.499 -1.357
S 0.016 -1.122 -2.809
H 0.375 -1.091 0.573
H -0.857 0.102 -0.366
H 0.406 0.774 0.419
```

Results
Gap between HOMO and LUMO   9.86 eV
Charge   0

Löwdin atomic charge list, values in e, 5 entries: -0.19, -0.41, -0.56, 0.90, 0.11



Arrangement ii

Here is a cluster of 2 separate species, CH3NOS in total from the OMol25 dataset. Energies are from ωB97M-V/def2-TZVPD.

Geometry as XYZ:
```
7
CH3NOS (ωB97M-V/def2-TZVPD)
C 1.280 0.156 0.449
N 1.972 0.407 -0.412
O 2.582 0.588 -1.410
H 0.976 -0.127 1.497
S -2.345 -0.291 0.516
H -3.237 -0.393 -0.454
H -1.229 -0.340 -0.185
```

Results
Gap between HOMO and LUMO   10.73 eV
Structure (SMILES)   C#[N+][O-].S
Charge   0

Löwdin atomic charge list, values in e, 5 entries: 0.09, -0.24, 0.04, 0.12, 0.49



Arrangement iii

Here is a cluster of 2 separate species, CH3NOS in total from the OMol25 dataset. Energies are from ωB97M-V/def2-TZVPD.

Geometry as XYZ:
```
7
CH3NOS (ωB97M-V/def2-TZVPD)
C 1.510 0.240 -0.092
N 2.431 -0.269 -0.567
O -1.361 0.912 -0.174
S -2.375 -0.433 -0.133
H -2.831 -0.313 1.257
H 3.271 -0.839 -0.698
H -0.645 0.700 0.407
```

Results
Gap between HOMO and LUMO   9.89 eV
Charge   0

Löwdin atomic charge list, values in e, 5 entries: -0.01, 0.07, -0.60, 0.63, -0.09



Arrangement iv

Here is a structure of composition CH3NOS from the OMol25 dataset. Energies are from ωB97M-V/def2-TZVPD.

Geometry as XYZ:
```
7
CH3NOS (ωB97M-V/def2-TZVPD)
C -0.262 -0.591 0.246
N 1.317 0.580 0.443
O -2.155 -0.668 -1.620
S -0.992 0.017 -1.093
H -0.201 -1.542 0.590
H 0.963 1.410 -0.001
H 1.330 0.793 1.434
```

Results
Gap between HOMO and LUMO   9.24 eV
Charge   0

Löwdin atomic charge list, values in e, 5 entries: -0.26, 0.01, -0.55, 0.85, -0.01



Which of them is least stable? Easy: arrangement iv.



Arrangement i

Here is the molecule C9H8N2O2 from the OMol25 dataset. Energies are from ωB97M-V/def2-TZVPD.

Geometry as XYZ:
```
21
C9H8N2O2 (ωB97M-V/def2-TZVPD)
N 3.417 -1.721 0.295
C 3.070 -0.358 0.622
C 1.451 0.085 0.557
C 0.260 0.169 0.498
C -1.164 0.276 0.326
C -1.931 1.432 0.492
C -3.186 1.532 -0.006
C -3.826 0.425 -0.671
C -3.131 -0.754 -0.762
C -1.856 -0.881 -0.336
N 3.850 0.558 -0.181
O 3.931 1.669 0.337
O 4.316 0.219 -1.258
H 3.033 -2.109 -0.586
H 3.358 -2.367 0.984
H 3.366 -0.033 1.590
H -1.454 2.372 1.033
H -3.748 2.397 -0.069
H -4.873 0.717 -1.135
H -3.517 -1.735 -1.310
H -1.364 -1.892 -0.419
```

Results
Gap between HOMO and LUMO   8.92 eV
Structure (SMILES)   N[C@H](C#Cc1ccccc1)[N+](=O)[O-]
Charge   0

Löwdin atomic charge list, values in e, 5 entries: 0.10, -0.26, 0.13, -0.03, -0.20



Arrangement ii

Here is a cluster of 2 separate species, C9H8N2O2 in total from the OMol25 dataset. Energies are from ωB97M-V/def2-TZVPD.

Geometry as XYZ:
```
21
C9H8N2O2 (ωB97M-V/def2-TZVPD)
C -2.945 0.791 -0.674
C -2.701 -0.540 -0.361
C -1.817 1.579 -0.536
C -1.485 -0.984 0.104
C -0.553 1.159 -0.028
C -0.316 -0.240 0.190
C 0.416 2.185 0.202
C 4.276 0.264 -0.475
C 1.062 -2.152 0.730
N 1.518 1.984 0.797
N 0.864 -0.785 0.314
O 4.904 0.352 -1.455
O 3.736 0.193 0.508
H -3.875 1.073 -0.859
H -3.551 -1.234 -0.562
H -1.856 2.579 -0.739
H -1.438 -2.102 0.349
H 0.089 3.153 -0.067
H 1.675 -2.130 1.649
H 0.195 -2.793 1.014
H 1.801 -2.353 -0.100
```

Results
Gap between HOMO and LUMO (spin up / spin down)   7.51 / 8.21 eV
Charge   0

Löwdin atomic charge list, values in e, 5 entries: -0.05, -0.08, -0.02, -0.03, -0.14



Which of them is least stable? Easy: arrangement i.



Arrangement i

Here is a structure of composition C13H19Cl2LaN from the OMol25 dataset. Energies are from ωB97M-V/def2-TZVPD.

Geometry as XYZ:
```
36
C13H19Cl2LaN (ωB97M-V/def2-TZVPD)
La 1.116 -0.305 -0.096
Cl 0.710 -2.785 -0.863
Cl 2.124 2.144 0.408
C 2.249 0.013 -1.976
H 2.911 0.870 -1.920
H 2.600 -0.916 -2.454
C -0.375 0.644 -1.912
C 0.874 0.483 -2.627
H -0.401 1.145 -0.936
C 0.693 -0.486 -3.854
H 1.120 1.515 -2.987
C -0.388 0.040 -4.768
H 1.637 -0.599 -4.412
H 0.433 -1.488 -3.476
C -1.701 0.130 -4.002
H -0.115 1.047 -5.109
H -0.471 -0.585 -5.657
C -1.494 1.035 -2.777
H -2.483 0.542 -4.646
H -1.996 -0.873 -3.673
H -1.297 2.029 -3.195
H -2.390 1.114 -2.168
C -0.457 -0.485 6.483
C -0.306 -0.372 5.002
C 0.864 0.151 4.473
C 0.998 0.241 3.099
N 0.026 -0.179 2.250
C -1.120 -0.698 2.761
C -1.326 -0.788 4.137
H 0.297 -1.169 6.894
H -0.309 0.496 6.953
H -1.452 -0.859 6.728
H 1.676 0.497 5.125
H 1.887 0.677 2.626
H -1.867 -1.044 2.042
H -2.265 -1.183 4.526
```

Results
Gap between HOMO and LUMO   4.33 eV
Charge   -1

Löwdin atomic charge list, values in e, 5 entries: 1.23, -0.34, -0.28, -0.50, -0.02



Arrangement ii

Here is a structure of composition C13H19Cl2LaN from the OMol25 dataset. Energies are from ωB97M-V/def2-TZVPD.

Geometry as XYZ:
```
36
C13H19Cl2LaN (ωB97M-V/def2-TZVPD)
La 0.944 -0.431 0.353
Cl 0.576 -2.869 -0.505
Cl 2.002 2.021 0.781
C 2.135 -0.256 -1.488
H 2.840 0.584 -1.455
H 2.466 -1.117 -2.062
C -0.551 0.406 -1.522
C 0.743 0.253 -2.124
H -0.698 0.683 -0.463
C 0.551 -0.658 -3.422
H 0.994 1.264 -2.503
C -0.526 -0.123 -4.356
H 1.519 -0.768 -3.947
H 0.254 -1.638 -3.017
C -1.859 -0.063 -3.604
H -0.231 0.877 -4.681
H -0.599 -0.779 -5.239
C -1.663 0.878 -2.397
H -2.677 0.265 -4.267
H -2.128 -1.062 -3.227
H -1.425 1.873 -2.827
H -2.621 0.990 -1.863
C -0.587 -0.678 6.845
C -0.438 -0.563 5.365
C 0.745 -0.041 4.838
C 0.880 0.037 3.465
N -0.097 -0.407 2.634
C -1.252 -0.899 3.126
C -1.459 -0.979 4.497
H 0.165 -1.363 7.259
H -0.442 0.296 7.330
H -1.580 -1.054 7.101
H 1.559 0.307 5.475
H 1.756 0.486 2.968
H -1.995 -1.216 2.385
H -2.406 -1.369 4.864
```

Results
Gap between HOMO and LUMO   4.14 eV
Charge   -1

Löwdin atomic charge list, values in e, 5 entries: 1.23, -0.29, -0.29, -0.50, -0.01



Which of them is least stable? Easy: arrangement ii.



Arrangement i

Here is a cluster of 2 separate species, CH4O2S in total from the OMol25 dataset. Energies are from ωB97M-V/def2-TZVPD.

Geometry as XYZ:
```
8
CH4O2S (ωB97M-V/def2-TZVPD)
O 0.326 3.075 1.957
C -0.642 2.805 2.583
O -0.574 2.487 3.896
H -1.657 2.729 2.161
H -1.382 2.781 4.340
S 1.354 -5.174 -5.327
H 1.109 -3.878 -5.575
H 1.466 -4.826 -4.036
```

Results
Gap between HOMO and LUMO   10.36 eV
Structure (SMILES)   O=CO.S
Charge   0

Löwdin atomic charge list, values in e, 5 entries: 0.10, -0.40, 0.06, 0.14, 0.11



Arrangement ii

Here is a structure of composition CH4O2S from the OMol25 dataset. Energies are from ωB97M-V/def2-TZVPD.

Geometry as XYZ:
```
8
CH4O2S (ωB97M-V/def2-TZVPD)
C 0.740 0.095 -0.357
O -1.325 1.350 0.690
O -1.731 -0.695 -0.625
S -0.891 0.032 0.264
H 1.332 0.577 0.451
H 1.244 -0.840 -0.608
H 0.921 0.608 -1.302
H -0.289 -1.127 1.487
```

Results
Gap between HOMO and LUMO   10.65 eV
Charge   0

Löwdin atomic charge list, values in e, 5 entries: -0.25, -0.35, -0.36, 0.59, 0.07



Which of them is least stable? Easy: arrangement ii.